(1)
The following is a quantum chemistry calculation of ClN2O5S as an isolated structure at a distorted geometry, from the OMol25 dataset.

```
9
ClN2O5S wB97M-V/def2-TZVPD
Cl -2.21200 1.55224 -0.36215
S -0.85034 -0.75684 0.02750
O -1.72870 -0.86380 1.14885
O 0.72533 -0.52090 0.79391
O 1.80009 0.32162 -0.87216
O -0.61039 -1.90321 -0.75266
O 1.30304 1.51008 0.84548
N -0.87776 0.58301 -0.83856
N 1.27068 0.50880 0.19032
```

Output
ΔE to the lowest compared entry with this formula, charge and spin ... 148.1 kJ/mol
Largest force on an atom ... 0.0515 hartree/bohr
Total charge ... -1
2S+1 ... 1
Electronic energy ... -36571.3604 eV
LUMO level ... 0.135 hartree
HOMO level ... -4.98 eV


(2)
The following is a quantum chemistry calculation of a 2-piece molecular cluster, ClNO2S overall at a distorted geometry, from the OMol25 dataset.

```
5
ClNO2S wB97M-V/def2-TZVPD
Cl 0.00399 -1.94724 -2.93222
S -0.55687 -2.84779 -1.16944
O 0.55546 1.42637 0.22984
O -0.47464 -0.46061 0.54004
N -0.04266 0.62911 0.86897
```

Output
ΔE to the lowest compared entry with this formula, charge and spin ... 322.6 kJ/mol
Largest force on an atom ... 0.0422 hartree/bohr
2S+1 ... 1
Electronic energy ... -28936.0925 eV
LUMO level (alpha / beta) ... -0.158 / -0.157 hartree
HOMO level (alpha / beta) ... -8.67 / -8.68 eV